Density functional theory data (wB97M-V/def2-TZVPD) for 17 unconnected molecules or ions with the total composition C84H219N17O25.

The geometry in XYZ format:
```
345
Properties=species:S:1:pos:R:3:forces:R:3
C -7.22665 -2.36545 6.86207 0.8 0.1 -0.5
C -6.06913 -2.33973 5.86757 -0.1 -1.9 -1.3
C -4.66037 -2.57539 6.41553 -0.3 -1.2 1.0
O -3.69339 -2.73964 5.37649 -0.6 -0.3 0.3
C -2.56545 -3.52812 5.72852 -0.2 0.3 1.5
N -6.41156 -3.23160 4.68972 1.4 -1.2 1.2
H -8.11352 -2.14322 6.29591 -0.5 0.0 -0.2
H -7.11271 -1.60899 7.61193 0.1 0.5 0.5
H -7.35490 -3.30671 7.36109 0.0 -0.7 0.2
H -6.03217 -1.38139 5.46337 -0.1 1.9 -0.9
H -4.66354 -3.44509 7.14604 0.1 0.5 -1.0
H -4.46292 -1.71456 7.04348 0.6 0.4 0.2
H -2.85872 -4.52434 6.21278 0.4 1.2 -0.9
H -1.95317 -2.96069 6.46135 -0.2 -0.4 0.0
H -1.92069 -3.60569 4.86046 -0.2 -0.4 -0.3
H -5.78188 -3.00410 3.89369 -0.5 0.0 0.9
H -6.08773 -4.19252 5.00744 -0.7 1.3 -0.7
C -1.60619 0.44024 5.65686 -0.8 -0.8 1.7
C -0.30464 1.09406 5.30777 -0.6 1.4 -0.8
C 0.63040 0.09592 4.69876 1.5 -1.3 0.0
O 0.98508 -0.95634 5.64392 0.1 0.5 0.3
C 1.77606 -2.00108 5.05514 -0.5 1.2 -0.2
N -0.55642 2.14134 4.26357 0.4 -1.1 0.2
H -2.21596 1.08735 6.34023 0.4 -0.5 -0.8
H -1.36114 -0.47817 6.24917 -0.4 0.6 -0.5
H -2.20934 0.13493 4.78503 0.3 0.3 0.2
H 0.13508 1.57641 6.20780 0.0 -0.5 -0.3
H 1.56584 0.62296 4.40146 -0.5 -0.3 -0.2
H 0.18833 -0.43529 3.81748 0.1 0.8 0.4
H 1.61919 -1.78138 3.97660 0.8 -1.2 0.3
H 1.35511 -2.95260 5.38807 0.0 0.0 -0.3
H 2.85092 -1.99336 5.37732 -0.8 0.4 -0.5
H 0.09066 2.91117 4.30140 0.1 0.2 0.1
H -1.51510 2.45295 4.25368 0.0 0.0 0.3
C -3.69169 -0.59010 2.45828 -0.4 1.4 -0.2
C -4.55989 -0.38888 1.21379 0.7 -2.6 0.7
C -6.00655 -0.37132 1.53908 -0.1 0.9 3.1
O -6.36910 -1.45676 2.38132 1.6 0.5 0.0
C -7.68064 -1.85043 2.18164 -0.3 -0.1 -0.2
N -4.28687 0.78872 0.51012 2.1 -0.2 -2.9
H -3.96704 0.15574 3.17517 -0.1 1.1 0.5
H -2.62672 -0.47841 2.28633 -0.2 0.0 -0.2
H -3.91132 -1.43954 3.02368 -0.1 -2.0 0.4
H -4.42486 -1.30363 0.61895 0.2 0.3 -0.5
H -6.64830 -0.40528 0.72936 -0.9 0.1 -2.2
H -6.20822 0.61608 2.05916 -0.1 -0.7 -0.2
H -8.33483 -1.14440 2.74536 -0.2 -0.7 -0.6
H -7.72035 -2.87306 2.57451 -0.6 0.5 0.0
H -7.84647 -1.84260 1.07876 -0.6 -0.1 0.7
H -4.47203 1.54131 1.09518 -0.1 1.9 1.1
H -3.29363 0.83767 0.15677 -1.5 0.2 0.6
C -2.52478 0.04485 -4.83539 -0.8 0.3 0.8
C -2.70495 -0.07611 -3.32820 -0.1 -0.9 2.5
C -4.08637 0.32470 -2.83744 -2.0 0.8 -0.6
O -4.31183 1.72708 -3.07490 2.0 0.1 0.1
C -5.57445 2.23338 -2.78711 -0.6 -0.6 0.1
N -2.39849 -1.45104 -2.74130 0.2 1.1 0.2
H -1.51229 -0.27010 -5.02208 0.5 0.2 -0.5
H -2.72475 1.14282 -5.06396 0.3 -1.6 -0.2
H -3.19477 -0.67999 -5.36983 0.3 0.9 0.3
H -1.99563 0.52013 -2.75326 0.2 0.6 -0.5
H -4.37592 0.03863 -1.78534 0.8 0.4 -0.8
H -4.85321 -0.12117 -3.48780 0.2 -0.8 0.0
H -5.90646 1.77821 -1.83570 -0.5 0.0 -0.5
H -6.25104 2.07022 -3.67764 0.2 0.1 1.1
H -5.49078 3.30103 -2.58616 0.0 0.1 -0.3
H -2.54762 -1.46496 -1.71084 0.7 0.7 -0.6
H -3.18712 -1.99280 -2.96164 -1.2 -1.3 -1.1
C 9.47946 0.87714 3.62213 0.4 0.3 0.7
C 8.52874 1.90484 3.15720 -2.2 0.4 -1.2
C 7.87186 1.60678 1.77510 -0.1 0.8 0.9
O 8.85892 1.52817 0.77646 -0.1 0.8 0.8
C 8.36397 1.01143 -0.40357 -1.5 -0.5 -0.4
N 7.50237 2.19753 4.17551 0.1 0.2 0.1
H 9.94881 1.37378 4.46461 0.6 -0.4 0.3
H 10.18677 0.67052 2.83969 0.4 -0.3 -0.2
H 9.02257 -0.02088 3.98775 -0.4 -0.6 0.0
H 9.13895 2.78421 2.97926 -0.1 0.5 0.1
H 7.14996 2.45814 1.59065 0.5 -0.8 -0.2
H 7.31068 0.66636 1.79858 -0.1 -0.1 0.2
H 8.12239 -0.06293 -0.25412 -0.1 0.4 -0.3
H 9.15649 1.11018 -1.09934 0.6 -0.1 -1.0
H 7.43433 1.53867 -0.82299 1.1 -0.5 0.7
H 6.89010 2.99191 3.98258 0.4 -0.3 -0.1
H 6.89695 1.42373 4.45594 0.4 0.0 -0.2
C -3.37426 4.21348 -5.33851 0.0 -1.3 0.6
C -3.63332 5.04962 -4.10492 0.0 0.9 0.2
C -2.40917 5.87031 -3.65547 0.6 1.0 0.3
O -2.29089 7.08125 -4.42383 0.3 1.0 0.0
C -1.67073 8.20900 -3.73706 1.1 -1.7 0.6
N -4.81372 5.92594 -4.29581 0.4 -0.8 -0.6
H -4.30803 3.90240 -5.76225 -0.7 -0.4 0.0
H -2.79369 3.29373 -5.09117 -0.3 0.8 -0.1
H -2.90767 4.71749 -6.14403 0.9 0.9 -0.6
H -3.86841 4.40277 -3.26290 0.1 -0.3 -0.1
H -1.41705 5.37989 -3.68813 -0.6 -0.3 -0.2
H -2.59151 6.14591 -2.60916 0.0 0.1 0.1
H -1.73292 9.15365 -4.31861 -0.3 -0.9 0.3
H -0.55245 8.02002 -3.49795 -1.5 0.1 -0.6
H -2.13914 8.24991 -2.74291 -0.1 0.6 -0.2
H -4.51383 6.70166 -4.85850 -0.1 0.4 -0.2
H -5.23553 6.28441 -3.45593 0.2 0.0 0.4
C 2.46047 -5.91880 -4.96698 -1.6 -2.1 -0.4
C 3.19324 -4.68168 -4.91108 1.6 2.5 -0.3
C 2.38660 -3.37451 -4.78128 -0.5 -1.2 -0.1
O 1.88773 -3.35546 -3.45079 0.0 0.6 0.0
C 0.59791 -2.81906 -3.16916 0.2 0.4 -0.6
N 4.25776 -4.80706 -3.88201 -0.3 -1.2 0.7
H 1.69388 -5.92383 -5.76551 0.3 -0.3 0.4
H 1.99736 -6.12664 -4.00652 -0.5 0.1 0.2
H 3.16584 -6.75953 -5.06980 -0.3 0.2 -0.5
H 3.68148 -4.48354 -5.87247 0.4 -0.4 -0.1
H 1.62645 -3.38525 -5.63083 0.4 0.1 1.3
H 3.05889 -2.53991 -4.97665 -0.1 0.3 0.2
H 0.55091 -2.40289 -2.16584 0.3 -0.1 0.2
H -0.10273 -3.62024 -3.23417 -0.8 -0.6 -0.1
H 0.26785 -2.02220 -3.85070 0.3 -0.2 0.0
H 3.78175 -5.15649 -3.00740 0.5 1.0 -0.9
H 4.74887 -5.68430 -4.15096 0.0 0.9 0.1
C 2.67559 4.01207 -1.57868 -0.6 0.3 0.8
C 2.97023 5.55671 -1.75039 -0.9 -2.1 -1.5
C 4.35644 5.81567 -1.24225 -0.8 1.3 2.1
O 4.45238 7.19775 -0.84326 1.2 -0.1 -0.7
C 5.77506 7.49657 -0.39296 0.4 1.3 -0.6
N 2.80648 5.76712 -3.22568 1.7 0.7 0.0
H 2.44385 3.63338 -0.54728 0.7 0.8 -0.6
H 3.50566 3.45639 -2.00662 0.2 -0.2 0.1
H 1.78305 3.67960 -2.11217 0.1 0.5 -0.4
H 2.16613 6.10009 -1.27397 0.3 0.5 0.6
H 5.16042 5.48647 -1.89811 0.0 0.1 -0.4
H 4.45286 5.32383 -0.28004 0.3 -0.9 0.1
H 6.04612 7.01298 0.57489 -0.3 0.2 -0.6
H 5.84248 8.62734 -0.30653 -0.2 -1.4 0.2
H 6.55974 7.24049 -1.16263 -0.8 -0.1 0.6
H 3.31079 4.97025 -3.60582 -0.5 -0.3 -0.5
H 3.43791 6.53230 -3.57397 -1.0 -0.4 0.8
C 6.35383 0.20269 -3.94608 -0.7 -1.5 -2.7
C 5.73281 -1.16293 -3.65170 0.7 -1.3 0.9
C 4.36190 -0.98633 -3.06983 -0.9 0.8 -1.8
O 3.57796 -0.17469 -3.96465 -0.2 -0.3 -0.5
C 2.40397 0.30497 -3.36172 -0.5 0.2 0.9
N 5.83250 -2.12849 -4.78671 0.5 1.8 0.5
H 6.01795 0.50466 -4.96249 0.0 0.2 0.6
H 7.40615 0.05930 -4.07495 0.8 0.3 0.5
H 6.01404 0.91601 -3.24574 0.1 0.9 0.8
H 6.33084 -1.52242 -2.77319 -0.3 -0.4 -0.7
H 4.49054 -0.35073 -2.25497 0.2 0.7 2.2
H 3.79038 -1.87310 -2.82960 0.1 -0.5 0.2
H 1.82344 -0.51765 -2.85002 0.6 0.8 -0.4
H 1.77821 0.77730 -4.12216 0.0 -0.2 -0.1
H 2.60747 1.13527 -2.62098 0.0 -0.9 -0.4
H 5.33334 -1.66287 -5.53423 0.0 -0.2 -0.4
H 5.35555 -2.99005 -4.58877 -0.2 -0.4 0.5
C 4.14959 -8.81942 -0.14830 1.9 0.9 -0.4
O 3.53130 -7.66622 0.34445 -1.1 0.2 -1.0
C 2.59266 -7.14586 -0.62706 0.2 1.3 1.9
C 2.32612 -5.66476 -0.25237 -1.1 -0.9 -1.7
N 1.39426 -5.46846 0.78820 0.8 1.0 0.9
C 1.66303 -5.86954 2.13594 -1.1 0.0 1.3
C 0.46855 -5.48949 2.99465 -1.6 -1.5 0.2
O -0.53569 -6.54644 2.75457 1.3 0.5 -0.4
C -1.82596 -6.38450 3.27952 0.2 0.1 -1.1
H 3.51672 -9.65830 -0.28698 -1.0 -0.8 -0.2
H 4.91487 -9.07146 0.56698 0.2 -0.3 0.4
H 4.71425 -8.61326 -1.09284 -0.6 -0.1 0.4
H 1.67594 -7.74347 -0.70547 0.2 0.1 0.3
H 3.03275 -7.09039 -1.57679 1.0 -0.4 -1.6
H 1.92839 -5.13050 -1.17186 0.4 -0.6 0.8
H 3.23041 -5.18752 0.00742 1.4 0.4 0.2
H 0.51200 -5.72819 0.47228 -1.8 -0.6 -0.1
H 2.44067 -5.32060 2.61567 1.2 0.8 -0.3
H 1.89712 -6.91502 2.38813 -0.1 -0.2 -0.6
H 0.01122 -4.57037 2.64815 0.2 0.3 0.1
H 0.70878 -5.40104 4.08639 -0.2 -0.3 -0.7
H -1.75597 -6.28843 4.31631 -0.1 0.4 2.0
H -2.34670 -7.30901 3.08058 -0.3 -0.2 -0.2
H -2.39456 -5.54224 2.85898 0.2 -0.1 0.0
C 6.76033 -0.78679 6.77063 -1.3 -1.0 1.7
O 5.79567 -0.01496 6.10657 1.1 0.1 -0.7
C 4.65920 0.25002 6.83774 -1.7 -2.2 0.0
C 3.84240 1.26312 6.10115 -0.2 0.5 0.9
N 4.39909 2.60689 6.05174 -0.3 0.9 0.5
C 3.33261 3.53913 5.70426 0.6 -0.2 -2.3
C 3.21524 3.47350 4.14631 1.3 1.1 0.6
O 2.05611 4.13712 3.70405 -0.2 -0.1 0.1
C 1.89418 4.27005 2.31742 0.2 0.9 -1.0
H 7.55679 -0.91391 6.11941 1.7 0.1 -1.2
H 6.36444 -1.80652 6.93654 0.0 0.2 0.1
H 7.13008 -0.44174 7.78406 -0.6 0.3 -1.1
H 4.96231 0.40346 7.83675 0.1 1.3 1.5
H 3.98947 -0.68613 6.99639 0.8 0.9 -0.7
H 2.82738 1.35297 6.51023 0.0 -0.6 0.2
H 3.72769 0.87782 5.09318 0.1 0.0 -0.2
H 4.76888 2.99055 6.93019 0.0 -1.1 -0.3
H 3.66542 4.51201 5.96961 0.1 1.0 0.3
H 2.36220 3.36874 6.16134 -0.3 -0.3 0.2
H 3.27097 2.42360 3.88961 -0.4 -0.3 -0.6
H 4.15937 3.96663 3.72799 -1.1 -0.5 0.3
H 2.68760 4.86551 1.80213 0.1 -0.4 0.6
H 1.01525 4.91056 2.12626 0.0 -0.6 0.2
H 1.81923 3.32085 1.76213 -0.1 0.1 0.5
C 4.18579 2.93967 -5.33359 -0.8 0.4 0.1
O 2.88240 3.41304 -5.06006 0.5 0.5 1.3
C 2.01875 3.32144 -6.14360 0.2 0.7 -0.9
C 0.64222 3.78049 -5.70709 0.0 1.6 -1.5
N 0.50808 5.25544 -5.45298 1.5 -0.4 0.6
C 0.78028 6.15143 -6.61958 -0.4 -1.7 0.8
C 0.46626 7.55312 -6.33406 -0.2 2.2 1.0
O 0.69577 8.37654 -7.48679 0.2 -0.6 -0.2
C 0.09107 9.64694 -7.48608 0.8 1.0 1.7
H 4.64656 3.59005 -6.05841 0.5 0.3 -0.4
H 4.08438 1.95695 -5.74782 0.3 -0.9 -0.2
H 4.75639 2.91326 -4.40915 0.0 0.0 0.0
H 2.09944 2.28116 -6.47448 -0.6 -0.1 -0.5
H 2.33454 4.01339 -6.97941 0.0 -0.8 0.5
H 0.39249 3.28994 -4.80638 -0.5 -0.6 1.1
H -0.08043 3.51484 -6.48327 0.0 -0.1 0.0
H 1.17287 5.41705 -4.66240 -0.6 0.4 -0.8
H 0.05768 5.84194 -7.32762 -0.6 -0.5 -1.3
H 1.75422 6.11917 -7.06802 0.8 -0.4 -0.2
H 1.06100 7.90117 -5.46369 0.0 0.1 -0.4
H -0.56540 7.64032 -6.02060 -0.5 0.0 0.0
H -0.98923 9.60054 -7.24346 0.2 -0.1 -0.8
H 0.38297 10.19901 -8.41920 -0.7 -0.8 0.8
H 0.49596 10.26835 -6.60886 -0.2 -0.6 -1.0
C 0.41970 8.04793 0.74519 1.8 0.8 -0.3
O -0.30702 6.86762 0.70448 0.0 -0.2 -0.2
C -1.68546 7.20298 0.65806 1.7 0.7 1.0
C -2.43716 6.07484 1.18714 -2.4 0.7 0.6
N -2.28724 5.84761 2.59060 -0.1 -1.1 2.1
C -2.85203 4.55026 3.13584 1.1 -0.1 -1.1
C -2.78275 4.60668 4.65930 1.0 2.2 0.1
O -3.29544 3.52082 5.30861 -1.1 -1.8 -1.1
C -3.53501 3.67899 6.66891 0.8 -1.2 0.4
H 0.19349 8.57870 1.66183 0.0 0.2 0.5
H 0.14478 8.78442 -0.06970 0.5 -0.9 0.4
H 1.52636 7.80022 0.76803 -1.3 0.4 -0.4
H -1.92284 7.47604 -0.32908 -0.6 -0.1 -1.7
H -1.79385 8.13274 1.20675 -0.5 0.1 0.7
H -2.13089 5.22891 0.69520 0.6 -2.3 -1.9
H -3.48790 6.28276 0.92699 0.0 -0.4 0.3
H -1.29808 5.75977 2.79765 0.2 0.4 -0.1
H -2.34873 3.62923 2.68997 -0.1 1.0 0.6
H -3.85797 4.42972 2.80475 -1.0 0.2 -0.1
H -3.33562 5.51442 4.98143 0.3 -0.1 -0.2
H -1.71392 4.75971 4.98003 -0.6 0.0 -0.3
H -4.24389 4.47247 6.88363 -0.3 0.1 0.1
H -2.55767 3.90558 7.11476 -0.2 0.1 0.6
H -3.88012 2.67116 7.03260 0.2 1.2 -0.2
C -9.17919 0.92670 -0.47487 -0.3 0.6 2.5
O -8.26067 0.34673 -1.34628 -0.9 0.2 -1.2
C -8.81675 0.18322 -2.67030 -0.6 -1.4 1.2
C -7.87402 -0.60140 -3.51103 -0.3 -1.9 -0.6
N -7.68292 -2.03762 -3.08284 0.2 1.7 1.9
C -6.60995 -2.29024 -2.01846 -1.0 0.7 -1.7
C -6.89693 -3.60555 -1.33279 -0.7 0.1 1.2
O -5.95232 -3.84701 -0.28275 -0.4 0.5 0.6
C -6.50770 -4.79577 0.64358 2.3 0.1 -0.4
H -8.82709 0.68709 0.57672 -0.1 0.6 -1.1
H -10.20265 0.52104 -0.45353 0.2 -0.4 -0.7
H -9.32936 2.03936 -0.56824 0.5 -0.8 -0.2
H -9.08532 1.09283 -3.15768 0.2 1.3 -0.2
H -9.78429 -0.35658 -2.60663 0.4 -0.1 0.3
H -6.94676 -0.05087 -3.62253 0.3 0.0 -0.1
H -8.37249 -0.73619 -4.49942 0.5 0.5 0.4
H -7.51225 -2.51699 -3.92796 0.6 -1.0 -0.7
H -6.63207 -1.40388 -1.33906 0.0 -1.0 -0.3
H -5.64746 -2.32842 -2.51457 0.5 0.1 0.1
H -6.83626 -4.51709 -1.91890 -0.2 0.2 -1.0
H -7.95826 -3.53756 -0.96353 0.8 -0.1 0.0
H -7.18692 -4.30597 1.31112 -0.8 -0.1 0.1
H -5.68279 -5.22365 1.27167 -0.5 0.5 -0.6
H -6.88656 -5.58790 0.01963 -0.8 -0.6 0.3
C 3.45992 0.84432 0.63279 0.1 0.8 0.9
O 3.17376 0.03382 1.77313 -0.1 0.6 0.0
C 4.29396 -0.63392 2.29989 0.7 -1.6 -0.4
C 4.16641 -2.15754 2.08440 -0.8 1.7 0.0
N 5.30629 -2.81162 2.57150 1.7 0.2 0.6
C 5.48527 -4.10770 1.99565 -1.8 -0.4 0.1
C 6.52421 -4.93192 2.70170 -0.7 -1.4 0.3
O 6.30750 -5.15282 4.12315 -0.9 0.5 -1.0
C 5.26233 -6.10974 4.34947 0.9 -0.3 -0.5
H 3.41535 0.32740 -0.30874 -0.1 -0.6 -0.4
H 4.46759 1.25899 0.75880 -0.1 0.2 -0.2
H 2.73778 1.68474 0.58173 0.3 -0.6 0.2
H 4.44524 -0.52719 3.38843 -0.3 0.7 -0.2
H 5.23894 -0.36451 1.78909 -0.4 0.3 0.3
H 3.98725 -2.34828 1.03940 0.3 -0.1 -0.7
H 3.27092 -2.50176 2.56150 -1.0 -0.3 0.5
H 5.38423 -2.78703 3.58594 -0.1 -0.3 -0.3
H 5.79236 -3.96254 0.95613 0.1 -0.2 -0.1
H 4.45860 -4.59580 1.93882 1.1 -0.1 0.1
H 7.44546 -4.36821 2.58529 0.4 -0.5 0.2
H 6.49034 -5.95881 2.21496 0.7 1.1 0.3
H 4.23304 -5.86455 4.07813 0.1 0.8 0.0
H 5.30633 -6.38855 5.39408 0.0 0.0 0.2
H 5.50582 -6.96499 3.71810 -0.1 -0.5 0.2
C -0.74562 -8.71943 0.02734 1.5 0.0 -0.2
O -1.84449 -7.91684 -0.27613 -0.3 -0.5 -0.2
C -1.53104 -6.98786 -1.27452 -0.7 1.6 1.1
C -2.85307 -6.36292 -1.78478 3.1 1.4 1.2
N -2.49915 -5.18342 -2.62563 -0.1 -2.3 1.6
C -3.71250 -4.65689 -3.16219 -1.4 1.7 1.1
C -3.48600 -4.52150 -4.62045 0.1 -0.4 0.3
O -4.66550 -4.12508 -5.24466 0.0 0.7 -0.6
C -4.49920 -3.88779 -6.62949 -0.9 -1.5 -1.0
H -0.02647 -8.85501 -0.81955 -0.8 0.1 0.1
H -1.04222 -9.71782 0.30366 -0.4 -0.2 0.4
H -0.12798 -8.24994 0.79890 -0.2 -0.1 0.3
H -0.96332 -7.50131 -2.03182 0.2 0.1 -0.7
H -0.90460 -6.15067 -0.81571 -0.4 -0.8 -0.7
H -3.49507 -6.15260 -0.92696 0.1 0.4 0.2
H -3.35332 -7.09093 -2.31045 -1.1 -1.5 -1.8
H -1.91147 -4.56444 -2.07153 -0.5 0.3 -0.2
H -3.93842 -3.64238 -2.72852 -0.1 -1.0 -0.2
H -4.61558 -5.31228 -2.92515 1.2 0.8 -0.4
H -3.21905 -5.53084 -4.89799 0.4 -0.4 -0.8
H -2.60450 -3.86650 -4.75103 -0.4 0.0 -0.4
H -4.71809 -2.85656 -6.87718 0.0 0.3 0.0
H -5.23886 -4.55972 -7.20675 1.1 1.0 0.8
H -3.48319 -4.13581 -6.98821 -0.4 0.1 0.3
C -2.55686 -3.52719 0.64290 1.0 0.5 -0.1
O -1.46896 -2.68741 0.21963 -0.3 0.4 -0.2
C -0.74815 -2.13262 1.32996 -0.4 -1.9 -0.1
C 0.47138 -1.38260 0.88775 0.2 -1.1 0.6
N 0.21520 -0.23647 0.07500 -0.2 1.5 -0.5
C -0.02299 1.05244 0.83410 -0.6 -1.7 -0.1
C -0.19963 2.21941 -0.11623 1.8 0.0 2.2
O -1.44303 2.25583 -0.67848 -1.3 0.7 -1.3
C -1.28328 3.05892 -1.86131 -1.6 1.4 0.9
H -3.06837 -3.10181 1.51246 -0.2 0.1 -0.2
H -2.14036 -4.49521 0.95285 -0.2 -0.1 -0.2
H -3.23063 -3.60226 -0.21180 -0.1 -0.2 0.2
H -0.52551 -3.04992 1.94773 0.2 1.4 0.0
H -1.39056 -1.44682 1.82725 -0.5 0.2 0.8
H 1.09690 -2.16449 0.42900 0.3 0.6 -0.4
H 0.98310 -1.04355 1.80077 0.1 -0.2 -0.3
H -0.45992 -0.41226 -0.68507 0.3 0.2 0.8
H 0.80253 1.14404 1.55202 0.1 0.3 -0.5
H -0.89433 0.99709 1.51619 0.0 0.0 -0.3
H 0.47947 2.11056 -0.92754 1.3 -0.3 -0.5
H 0.10857 3.17104 0.40722 -0.6 -0.5 -0.4
H -2.15483 3.00378 -2.49112 -0.6 -0.4 0.0
H -0.45991 2.65967 -2.42003 0.7 0.3 -0.4
H -1.22719 4.17404 -1.59130 0.6 -1.5 -0.3
```
Forces are in eV/Å.

Calculated values
Energy above the lowest of the compared OMol25 structures with the same formula, charge and spin ... 91.2 kcal/mol
Charge ... 0
Frontier orbital gap ... 8.9 eV
Lowest unoccupied orbital energy ... 0.5 eV
Total energy ... -6142.93577 a.u.
F_max ... 3.64 eV Å⁻¹
Highest occupied orbital energy ... -8.305 eV